Here is a molecular structure, C7H10BBiF4N from the OMol25 dataset. Energies are from wB97M-V/def2-TZVPD.

Properties
Charge: -1
HOMO-LUMO gap (spin up / spin down): 5.85 / 6.44 eV
Relative energy (zero: lowest compared OMol25 entry of this formula, charge and spin): 102.1 kcal/mol
E: -26298.4794 eV
Spin multiplicity: 1

Last column: Mulliken charge in e.
CARTESIAN COORDINATES (ANGSTROEM)
Bi -0.74 -0.78 0.23  0.936
F -0.33 -0.41 4.89  -0.349
F 0.24 -1.26 2.78  -0.420
F 0.52 0.99 3.21  -0.378
F -1.59 0.10 2.99  -0.403
N -3.20 -0.43 0.26  -0.593
C 0.55 -2.64 -0.56  -0.441
C -0.10 2.57 -0.43  -0.401
C -0.39 1.16 -2.22  -0.698
C 1.91 -2.61 -0.71  -0.437
C -1.07 1.87 -1.19  -0.707
C 1.00 1.40 -2.06  -0.398
C 1.18 2.25 -0.95  -0.450
B -0.29 -0.13 3.53  0.517
H -2.16 1.96 -1.10  0.451
H -0.86 0.59 -3.03  0.459
H -0.31 3.23 0.41  0.368
H 1.80 0.95 -2.67  0.418
H 2.56 -3.03 0.10  0.249
H -3.03 -1.19 0.95  0.206
H -0.12 -2.25 -1.35  0.245
H 2.13 2.61 -0.56  0.377
H -0.02 -2.89 0.36  0.226
H 2.33 -2.07 -1.59  0.226

***

Here is 5 unconnected molecules or ions with the total composition C22H59N5O6 from the OMol25 dataset. Energies are from wB97M-V/def2-TZVPD.

Properties
HOMO-LUMO gap: 9.41 eV
Relative energy (zero: lowest compared OMol25 entry of this formula, charge and spin): 72.7 kcal/mol
E: -43498.6378 eV
Spin multiplicity: 1
SMILES: COC[C@H](C)N.COC[C@H](C)N.COC[C@H](C)N.COC[C@H](C)N.COCCNCCOC

Last column: Mulliken charge in e.
CARTESIAN COORDINATES (ANGSTROEM)
O -0.46 2.09 -12.96  -0.378
O -5.99 2.49 2.42  -0.379
O 0.24 0.39 3.02  -0.274
O 3.87 -4.22 -3.04  -0.328
O 0.96 4.12 -7.18  -0.345
O 3.83 -4.32 13.49  -0.331
N 0.06 3.92 -10.91  -0.455
N 0.64 -2.39 -3.53  -0.788
N 0.14 3.30 2.85  -0.802
N -7.24 -0.20 1.92  -0.605
N 0.63 -2.47 12.65  -0.684
C -5.30 1.51 1.59  -0.547
C 4.27 -5.02 -1.84  -0.819
C 3.45 -5.63 13.28  -0.711
C 2.62 -1.50 -4.20  -1.449
C -1.62 2.52 -12.18  -0.588
C 0.89 2.47 1.90  0.377
C 2.19 3.26 1.49  -1.328
C -1.02 2.94 -10.85  -0.570
C -5.17 -0.83 0.82  -1.621
C 2.49 -3.82 -2.83  -0.626
C 0.39 4.85 -6.11  -0.671
C 0.56 -0.96 3.56  -0.731
C -0.13 0.75 -12.77  -0.737
C -5.77 0.03 1.92  0.511
C 1.93 -2.87 -3.94  0.451
C 0.88 3.84 -9.71  -0.622
C 2.69 -3.49 13.62  -0.885
C 1.34 1.10 2.52  -0.807
C 2.64 -2.20 11.38  -1.349
C -6.09 2.26 3.83  -0.647
C 0.12 4.09 -8.38  -0.356
C 1.89 -3.11 12.34  0.687
H -1.82 3.36 -10.24  0.333
H 3.01 -1.31 11.90  0.305
H 1.97 -1.87 10.58  0.386
H 3.51 -2.57 10.85  0.311
H -5.08 2.24 4.22  0.259
H -0.22 5.72 -6.37  0.322
H -2.08 3.41 -12.60  0.334
H 1.85 -3.52 -4.82  0.243
H 4.08 -4.46 -0.92  0.315
H 2.72 2.78 0.67  0.355
H 0.97 -1.57 2.76  0.305
H 2.49 -3.26 -1.89  0.248
H 0.34 -1.87 -4.34  0.282
H -4.24 1.69 1.72  0.299
H 1.87 -4.70 -2.68  0.393
H 5.33 -5.25 -1.77  0.314
H 0.56 3.53 -11.69  0.336
H -6.49 1.25 3.97  0.291
H 1.25 -1.02 4.41  0.284
H 3.62 -1.65 -4.60  0.312
H -5.58 -1.84 0.89  0.421
H 2.99 3.16 2.22  0.335
H -2.39 1.76 -12.14  0.356
H 3.05 -2.60 14.14  0.385
H 1.67 4.59 -9.74  0.399
H 3.44 -6.14 14.25  0.272
H -5.58 1.89 0.60  0.270
H 0.66 -1.60 13.16  0.222
H 2.59 -5.88 12.65  0.307
H -0.27 4.31 -5.44  0.274
H 2.09 -0.90 -4.95  0.466
H -5.35 -0.61 -0.23  0.378
H -0.65 3.59 2.30  0.299
H 1.29 5.07 -5.55  0.226
H 1.44 2.91 -9.61  0.338
H 0.82 0.43 -13.19  0.290
H 4.29 -6.07 12.74  0.265
H 1.76 0.46 1.74  0.395
H -0.61 2.06 -10.36  0.351
H 1.98 -3.73 14.42  0.417
H 1.90 4.29 1.25  0.341
H -6.67 2.96 4.42  0.249
H 2.01 1.34 3.34  0.334
H 0.14 -2.38 11.77  0.234
H -7.71 -0.39 1.04  0.225
H 0.19 2.30 1.08  0.398
H 3.87 -6.00 -1.60  0.332
H -7.87 0.49 2.28  0.230
H -5.31 -0.12 2.89  0.276
H 2.71 -0.83 -3.35  0.367
H 0.69 -1.64 -2.87  0.288
H -0.45 -1.31 3.77  0.232
H -4.09 -0.88 1.01  0.390
H -0.39 5.05 -8.43  0.315
H -0.89 0.09 -13.20  0.304
H -0.66 3.33 -8.27  0.266
H -0.26 2.61 3.47  0.286
H 1.52 -4.02 11.87  0.169
H 0.02 0.46 -11.73  0.277

***

Here is a gas-phase ion, C7H11ClN3O2S (charge +1) from the OMol25 dataset. Energies are from wB97M-V/def2-TZVPD.

Properties
Charge: +1
HOMO-LUMO gap (spin up / spin down): 5.48 / 8.00 eV
Relative energy (zero: lowest compared OMol25 entry of this formula, charge and spin): 0.0 kcal/mol
E: -39349.5026 eV
Spin multiplicity: 1

Last column: Mulliken charge in e.
CARTESIAN COORDINATES (ANGSTROEM)
Cl -3.64 -0.24 0.28  -0.059
S -2.03 1.68 -1.61  0.001
O 1.97 2.18 0.89  -0.564
O 1.72 0.76 -0.83  -0.241
N -0.14 0.94 2.65  -0.467
N -0.77 0.92 -0.93  -0.206
N -0.77 -0.78 1.20  -0.328
C -0.37 -2.57 -0.38  -1.130
C -0.25 1.43 0.24  -0.107
C 3.08 0.82 -1.20  -0.825
C -2.55 -1.52 -0.13  -0.443
C -1.29 -1.60 0.29  0.621
C -0.41 0.38 1.40  0.524
C 1.38 1.45 0.16  0.463
H -2.30 0.53 -2.34  0.221
H 3.14 0.07 -2.03  0.260
H -3.02 -2.14 -0.86  0.387
H -0.55 2.30 0.65  0.637
H 0.52 -2.21 -1.01  0.245
H 0.48 1.70 2.87  0.280
H 3.70 0.46 -0.47  0.391
H 0.00 -3.30 0.50  0.305
H -1.00 -3.18 -1.07  0.382
H -0.19 0.13 3.35  0.301
H 3.29 1.78 -1.63  0.352

***

Here is 3 unconnected molecules or ions with the total composition C4H10 from the OMol25 dataset. Energies are from wB97M-V/def2-TZVPD.

Properties
HOMO-LUMO gap: 8.72 eV
Relative energy (zero: lowest compared OMol25 entry of this formula, charge and spin): 106.4 kcal/mol
E: -4305.7470 eV
Spin multiplicity: 1

Last column: Mulliken charge in e.
CARTESIAN COORDINATES (ANGSTROEM)
C -1.39 0.57 0.17  -0.918
C 1.09 -0.17 -1.99  -0.855
C -0.13 0.41 0.97  -0.302
C 0.41 -0.75 1.38  -0.578
H 0.27 1.39 1.20  0.289
H -2.01 -0.20 1.57  0.229
H -1.76 -0.22 -0.50  0.426
H 1.72 0.31 -2.72  0.338
H -0.05 -1.63 0.89  0.276
H 1.46 -0.79 1.67  0.323
H 1.02 0.21 -0.97  0.106
H -1.71 1.61 0.09  0.224
H 1.32 -1.22 -1.83  0.235
H 0.02 -0.06 -2.23  0.206

***

Here is a molecular structure, C2H3ClF2S from the OMol25 dataset. Energies are from wB97M-V/def2-TZVPD.

Properties
HOMO-LUMO gap: 10.15 eV
Relative energy (zero: lowest compared OMol25 entry of this formula, charge and spin): 36.0 kcal/mol
E: -30913.6718 eV
Spin multiplicity: 1

Last column: Mulliken charge in e.
CARTESIAN COORDINATES (ANGSTROEM)
Cl 1.94 0.27 1.60  -0.079
S -1.64 -0.15 -1.16  -0.141
F 0.93 -1.69 -0.06  -0.405
F 1.36 0.40 -0.95  -0.159
C 0.92 0.01 0.23  0.754
C -0.60 0.18 0.41  -0.812
H -0.83 0.44 -2.05  0.126
H -0.94 1.14 0.84  0.421
H -1.15 -0.60 1.13  0.295

***

What is the formula in the fourth record? C4H10